DFT (the ωB97M-V functional and the def2-TZVPD basis) results for the ion C5H13N6 with charge +1.

Each atom is followed by the atoms it is bonded to, with distances in Å.
Cartesian coordinates (Å):
1 C -1.043 0.460 -2.222  C2 1.500, H12 1.011, H13 1.155, H14 1.029
2 C -1.676 -0.008 -0.946  C1 1.500, N3 1.454, N4 1.575, H15 1.146
3 N -1.835 -1.453 -0.883  C2 1.454, H16 1.006, H17 1.002
4 N -0.784 0.602 0.199  C2 1.575, C5 1.360, C9 1.349
5 C -0.896 1.690 1.008  N4 1.360, C6 1.353, H18 1.053
6 C 0.274 1.802 1.678  C5 1.353, N7 1.370, H19 1.063
7 N 1.038 0.707 1.372  C6 1.370, N8 1.337, C9 1.337
8 N 2.221 0.490 1.957  N7 1.337, H20 1.005, H21 0.971
9 C 0.376 -0.030 0.475  N4 1.349, N7 1.337, N10 1.380
10 N 0.896 -1.160 -0.122  C9 1.380, N11 1.431, H22 0.932
11 N 2.151 -1.677 0.333  N10 1.431, H23 1.011, H24 0.992
12 H -0.435 -0.288 -2.529  C1 1.011
13 H -0.504 1.482 -2.191  C1 1.155
14 H -1.782 0.453 -2.938  C1 1.029
15 H -2.605 0.542 -0.562  C2 1.146
16 H -1.960 -1.914 -1.768  N3 1.006
17 H -2.445 -1.856 -0.198  N3 1.002
18 H -1.822 2.189 0.953  C5 1.053
19 H 0.448 2.630 2.321  C6 1.063
20 H 2.619 1.282 2.432  N8 1.005
21 H 2.936 0.096 1.432  N8 0.971
22 H 0.196 -1.673 -0.462  N10 0.932
23 H 2.834 -2.032 -0.323  N11 1.011
24 H 1.797 -2.334 0.987  N11 0.992

Summary:
- E_tot: -526.52325 Ha
- Gap between HOMO and LUMO: 0.3575 Eh
- LUMO level: -2.377 eV
- Total charge: +1
- SMILES string: C[C@@H](N)n1cc[n+](N)c1NN

---

DFT (the ωB97M-V functional and the def2-TZVPD basis) results for a cluster of 2 separate species, C5H13NO in total.

Each atom is followed by the atoms it is bonded to, with distances in Å.
Cartesian coordinates (Å):
1 C -1.565 0.321 1.824  C2 1.530, C3 1.534, H4 1.096, H5 1.087
2 C -1.829 1.780 1.449  C1 1.530, H6 1.091, H7 1.095, H9 1.093
3 C -0.584 -0.327 0.839  C1 1.534, H8 1.084, H10 1.096, H11 1.089
4 H -2.500 -0.249 1.874  C1 1.096
5 H -1.117 0.291 2.814  C1 1.087
6 H -0.853 2.254 1.335  C2 1.091
7 H -2.370 1.882 0.502  C2 1.095
8 H -1.014 -0.277 -0.155  C3 1.084
9 H -2.369 2.348 2.210  C2 1.093
10 H -0.331 -1.344 1.160  C3 1.096
11 H 0.374 0.187 0.909  C3 1.089
12 C 1.008 -1.594 -2.068  C13 1.512, H16 1.090, H17 1.095, H20 1.085
13 C 1.526 -0.182 -1.913  C12 1.512, O14 1.218, N15 1.363
14 O 1.178 0.700 -2.678  C13 1.218
15 N 2.490 -0.054 -0.959  C13 1.363, H18 1.013, H19 1.025
16 H 0.702 -1.769 -3.099  C12 1.090
17 H 0.227 -1.944 -1.384  C12 1.095
18 H 2.830 0.880 -0.764  N15 1.013
19 H 2.407 -0.609 -0.101  N15 1.025
20 H 1.790 -2.296 -1.795  C12 1.085

Summary:
- E_tot: -328.26922 Ha
- Gap between HOMO and LUMO (spin up / spin down): 0.1094 / 0.3743 Eh
- Spin multiplicity: 2
- LUMO level (spin up / spin down): 4.116 / 3.940 eV
- Total charge: -1

---

DFT (the ωB97M-V functional and the def2-TZVPD basis) results for a cluster of 2 separate species, C5H13NO in total.

Each atom is followed by the atoms it is bonded to, with distances in Å.
Cartesian coordinates (Å):
1 C -1.917 0.007 -0.528  C2 1.394, H4 1.085, H5 1.087
2 C -1.216 1.090 0.000  C1 1.394, C3 1.507, H6 1.087
3 C -0.308 1.940 -0.851  C2 1.507, H7 1.090, H8 1.091, H9 1.095
4 H -2.884 -0.241 -0.101  C1 1.085
5 H -1.823 -0.189 -1.593  C1 1.087
6 H -1.631 1.589 0.872  C2 1.087
7 H 0.180 1.334 -1.615  C3 1.090
8 H 0.466 2.425 -0.254  C3 1.091
9 H -0.878 2.730 -1.352  C3 1.095
10 C 2.012 -0.512 0.984  C11 1.518, H14 1.090, H15 1.088, H16 1.091
11 C 0.524 -0.806 1.054  C10 1.518, N12 1.395, H17 1.224, H18 1.092
12 N -0.027 -1.758 0.196  C11 1.395, O13 1.446, H19 1.267
13 O 0.677 -1.709 -1.066  N12 1.446, H20 0.965
14 H 2.277 0.231 1.736  C10 1.090
15 H 2.294 -0.125 0.007  C10 1.088
16 H 2.587 -1.420 1.169  C10 1.091
17 H -0.053 0.240 0.785  C11 1.224
18 H 0.173 -1.026 2.064  C11 1.092
19 H -1.100 -1.174 -0.139  N12 1.267
20 H 0.646 -2.626 -1.367  O13 0.965

Summary:
- E_tot: -328.14656 Ha
- Gap between HOMO and LUMO: 0.3541 Eh
- LUMO level: 1.027 eV
- SMILES string: C=CC.CCNO

---

DFT (the ωB97M-V functional and the def2-TZVPD basis) results for a cluster of 2 separate species, C5H13NO in total.

Each atom is followed by the atoms it is bonded to, with distances in Å.
Cartesian coordinates (Å):
1 C -0.252 -2.071 -0.160  C5 1.573, H8 1.107, H9 1.136, H10 1.148
2 C 1.667 -0.355 -0.268  C5 1.541, H11 1.111, H12 0.998, H13 1.137
3 C -0.497 -0.033 -1.433  C5 1.581, H14 1.098, H15 1.152, H16 1.169
4 C -0.449 0.045 1.108  C5 1.463, H17 1.179, H18 1.030
5 C 0.149 -0.552 -0.087  C1 1.573, C2 1.541, C3 1.581, C4 1.463
6 N -0.332 3.352 1.642  O7 1.311, H19 0.941, H20 1.020
7 O 0.256 2.559 0.780  N6 1.311
8 H 0.315 -2.320 -1.078  C1 1.107
9 H -1.385 -2.078 -0.254  C1 1.136
10 H 0.136 -2.521 0.822  C1 1.148
11 H 2.301 -1.266 -0.230  C2 1.111
12 H 1.932 0.128 -1.100  C2 0.998
13 H 2.021 0.292 0.597  C2 1.137
14 H -1.509 -0.443 -1.314  C3 1.098
15 H -0.057 -0.489 -2.395  C3 1.152
16 H -0.447 1.127 -1.560  C3 1.169
17 H 0.058 0.107 2.171  C4 1.179
18 H -1.464 0.201 1.187  C4 1.030
19 H -1.265 3.422 1.752  N6 0.941
20 H 0.184 3.418 2.519  N6 1.020

Summary:
- E_tot: -328.08564 Ha
- Gap between HOMO and LUMO (spin up / spin down): 0.3685 / 0.2849 Eh
- LUMO level (spin up / spin down): 0.827 / 0.259 eV

---

| no. | largest force on an atom (eV Å⁻¹) |
| --- | --- |
| 1 | 5.1 |
| 2 | 1.2 |
| 3 | 2.0 |
| 4 | 5.5 |